[1]
C13H30CdN4O7 as an isolated structure in a non-equilibrium geometry. Source: the Open Molecules 2025 dataset; level of theory: the ωB97M-V functional and the def2-TZVPD basis.

Structure (XYZ):
```
55
Properties=species:S:1:pos:R:3:forces:R:3
O -0.344 -1.116 -4.963 0.1 1.5 -1.2
H 0.475 -1.186 -5.535 -1.6 -1.0 1.9
Cd -0.703 0.160 -1.647 0.2 -1.4 1.2
N -0.309 2.072 0.387 -2.4 -0.5 2.8
N 1.643 1.511 -1.241 2.2 -3.1 -1.6
N -1.581 -0.711 0.360 -0.6 -3.3 0.0
N -0.914 -2.146 -1.764 0.9 2.2 2.0
O -1.126 2.263 1.383 2.6 0.3 -2.8
O -1.882 -0.123 1.519 -0.6 1.7 1.8
O -0.018 -2.640 -2.530 -0.9 -1.4 -0.9
O 2.708 0.892 -1.479 -2.7 2.3 0.7
C 1.713 2.726 -0.608 -1.5 1.7 2.4
C 0.674 3.001 0.332 2.2 0.9 -1.5
C -1.971 -1.986 0.349 0.1 2.8 0.2
C -1.587 -2.751 -0.803 0.1 -0.7 -1.6
C 0.647 4.173 1.266 0.1 0.5 0.2
H 0.732 3.832 2.309 -0.1 0.0 -0.3
H -0.294 4.738 1.189 0.2 -0.4 0.0
H 1.456 4.888 1.104 -0.1 -0.3 -0.1
C 2.830 3.658 -0.883 0.3 0.4 -0.1
H 2.919 3.891 -1.950 -0.1 -0.3 0.1
H 3.772 3.208 -0.558 0.0 -0.1 -0.1
H 2.709 4.610 -0.366 0.0 -0.3 -0.1
C -2.729 -2.638 1.489 -0.7 -0.5 0.7
C -2.018 -4.154 -0.951 0.2 -1.7 -0.4
H -3.207 -1.936 2.190 0.5 0.1 -0.5
H -2.129 -3.316 2.136 0.1 0.5 -0.6
H -3.561 -3.290 1.153 0.6 0.4 -0.3
H -1.543 -4.588 -1.838 -0.1 0.2 0.1
H -3.102 -4.304 -1.062 0.1 0.6 -0.1
H -1.790 -4.855 -0.152 0.4 0.2 0.4
H -1.623 0.861 1.500 -0.4 -1.6 -0.4
H -0.637 -1.757 -4.286 1.7 -0.4 -0.6
C -2.000 1.654 -2.251 -0.7 1.1 -1.5
H -1.627 2.697 -2.396 0.0 -1.0 -0.4
H -2.974 1.835 -1.724 0.8 -0.9 -0.5
H -2.066 1.026 -3.229 -0.8 1.9 1.0
O -3.963 3.131 0.914 0.4 -0.9 -0.3
H -4.438 2.431 0.415 0.5 0.6 0.5
H -3.068 2.754 1.086 -1.0 0.3 -0.2
C 1.172 -0.696 2.971 -0.1 -0.2 0.3
C 1.875 -0.050 1.812 0.1 0.1 -0.7
O 1.440 -0.521 0.528 0.5 0.1 0.7
C 1.826 -1.869 0.262 -0.7 -0.3 -0.2
C 3.285 -2.193 0.475 0.1 -0.1 0.0
H 0.091 -0.654 2.840 0.0 0.0 0.0
H 1.424 -0.186 3.905 0.1 0.0 -0.1
H 1.481 -1.738 3.070 -0.1 0.0 0.1
H 1.683 1.021 1.791 0.0 0.1 0.1
H 2.962 -0.180 1.881 -0.1 0.1 0.1
H 1.183 -2.540 0.850 0.1 0.0 0.0
H 1.556 -2.031 -0.780 0.0 0.0 -0.1
H 3.557 -2.234 1.532 0.1 0.0 -0.1
H 3.477 -3.180 0.044 0.0 0.1 0.0
H 3.911 -1.465 -0.044 0.1 0.0 0.1
```
Positions in Å, forces in eV/Å.

For the total energy, the calculation gives -1426.35945 Ha. Its energy above the lowest of the compared OMol25 structures with the same formula, charge and spin is 1.267 eV. For the HOMO energy (alpha / beta), the calculation gives -6.894 / -6.888 eV. The calculation puts the molar mass at 466.8 g/mol. Its lowest unoccupied orbital energy (alpha / beta) is -3.3223 / -3.3263 eV. The calculation puts the largest force on an atom at 4.12 eV/A. For the frontier orbital gap (alpha / beta), the calculation gives 3.57 / 3.56 eV.

Mulliken atomic charge list, values in e, 4 entries:
1. O -0.658
2. H 0.292
3. Cd 0.995
4. N 0.962

=====

[2]
A 3-piece molecular cluster, C13H30IN2O2 overall in a non-equilibrium geometry. Source: the Open Molecules 2025 dataset; level of theory: the ωB97M-V functional and the def2-TZVPD basis.

Structure (XYZ):
```
48
Properties=species:S:1:pos:R:3:forces:R:3
I 3.565 -1.195 -0.551 -0.2 -0.1 -0.2
C -2.329 0.126 -0.132 0.7 0.3 0.6
C -1.506 -0.650 -1.175 -1.3 0.0 0.0
C -2.470 -1.015 -2.317 0.0 0.3 -0.4
C -2.750 0.162 -3.253 0.2 -0.4 0.2
C -1.431 0.656 -3.809 -0.1 0.1 -0.5
C -0.432 1.093 -2.737 0.0 0.9 0.0
N -0.391 0.110 -1.674 0.6 -0.8 -0.6
O 0.449 0.489 -0.611 -0.1 0.2 -0.3
C 0.961 1.179 -3.368 0.1 -0.9 0.1
C -0.833 2.494 -2.247 0.1 0.4 0.5
C -1.005 -1.953 -0.556 1.3 -0.1 0.0
H -2.902 -0.576 0.477 -0.4 0.2 -0.2
H -2.923 0.920 -0.581 -0.4 -0.2 0.0
H -1.657 0.638 0.566 0.1 -0.2 -0.1
H -2.060 -1.828 -2.925 0.1 0.0 0.1
H -3.400 -1.365 -1.863 0.1 -0.1 0.0
H -3.265 0.964 -2.719 -0.1 0.0 0.0
H -3.385 -0.162 -4.082 -0.1 0.1 0.1
H -1.625 1.504 -4.473 0.2 0.1 0.1
H -0.991 -0.109 -4.459 0.0 -0.1 0.3
H 1.722 1.484 -2.651 -0.1 0.3 0.0
H 1.251 0.160 -3.648 0.0 0.1 -0.2
H 0.972 1.806 -4.261 0.0 0.2 0.1
H -1.733 2.455 -1.629 -0.2 0.1 -0.2
H -0.077 2.968 -1.615 0.1 -0.3 0.0
H -0.972 3.174 -3.091 -0.2 -0.1 0.0
H -0.868 -1.865 0.523 -0.2 -0.2 0.0
H 0.000 -2.159 -0.944 -0.1 0.1 0.0
H -1.577 -2.838 -0.836 -0.5 0.2 0.3
H 1.271 -0.016 -0.782 0.3 0.0 0.2
C -0.140 0.371 3.316 -0.8 0.1 0.5
C 1.370 0.481 3.363 0.5 0.1 -0.8
C 1.959 -0.818 3.891 -0.6 0.2 0.0
O 3.345 -0.752 4.022 0.4 0.2 0.4
C 3.833 -1.844 4.757 -0.3 0.1 0.0
N 1.961 0.813 2.054 -1.1 0.3 -0.2
H -0.636 1.341 3.203 0.3 0.1 -0.2
H -0.547 -0.008 4.266 0.1 -0.2 -0.2
H -0.495 -0.242 2.485 0.2 -0.2 0.1
H 1.635 1.299 4.043 0.1 -0.2 0.1
H 1.691 -1.650 3.221 -0.1 0.0 0.0
H 1.471 -0.976 4.873 0.2 -0.3 -0.1
H 3.620 -2.787 4.237 0.1 0.0 0.0
H 3.350 -1.879 5.746 0.1 -0.1 0.0
H 4.903 -1.717 4.896 0.1 0.0 -0.1
H 1.416 1.600 1.685 0.4 0.2 0.3
H 1.655 0.117 1.364 0.6 -0.3 0.4
```
Positions in Å, forces in eV/Å.

For the total energy, the calculation gives -1071.04245 Ha. Its energy above the lowest of the compared OMol25 structures with the same formula, charge and spin is 0.179 eV. For the HOMO energy, the calculation gives -3.709 eV. Its charge is -1. The calculation puts the molar mass at 373.3 g/mol. Its lowest unoccupied orbital energy is 2.9047 eV. The calculation puts the largest force on an atom at 1.32 eV/A. For the frontier orbital gap, the calculation gives 6.61 eV.

Mulliken atomic charge list, values in e, 4 entries:
1. I -0.799
2. C -1.809
3. C 1.846
4. C -1.514

=====

[3]
C13H30N2O2P2Ti as an isolated structure in a non-equilibrium geometry. Source: the Open Molecules 2025 dataset; level of theory: the ωB97M-V functional and the def2-TZVPD basis.

Structure (XYZ):
```
50
Properties=species:S:1:pos:R:3:forces:R:3
Ti 0.000 0.000 0.000 1.3 0.4 -0.5
P -0.727 -1.044 -1.771 -2.1 -3.2 -5.0
P -0.938 2.006 -0.026 -3.3 3.6 -1.5
N 1.254 -1.475 0.157 2.1 -3.1 -0.2
N 1.192 0.796 1.343 1.1 2.5 1.6
H 2.879 -2.115 1.392 -0.4 0.4 0.1
H 2.538 0.094 2.844 -0.1 0.1 -0.5
H 1.288 -1.868 2.193 0.3 0.1 -0.2
C 1.983 -1.469 1.433 0.2 -0.5 0.1
H 3.254 0.272 1.217 -0.6 0.2 0.2
C 2.324 -0.006 1.761 0.8 -0.5 0.8
H 2.274 -3.087 -0.670 -0.3 0.3 -0.1
H 1.637 2.439 2.572 -0.3 -0.1 -0.3
C 1.484 -2.325 -0.784 0.2 0.1 0.4
C 0.971 2.042 1.786 1.5 -0.6 1.1
H 0.291 -3.301 -2.290 0.2 0.4 0.1
C 0.662 -2.289 -2.041 -0.1 0.0 0.1
H 1.282 -1.949 -2.888 -0.2 -0.2 0.3
H -0.821 2.718 -1.256 0.2 0.1 0.6
H -2.334 2.218 0.191 0.5 0.4 0.2
H -0.842 -0.401 -3.024 0.0 -0.2 0.3
H -1.860 -1.916 -1.869 0.3 0.3 0.0
O 1.014 0.621 -1.596 -1.2 -0.3 1.9
C 2.381 0.947 -1.597 1.3 0.2 -0.5
C 2.996 0.496 -2.933 0.0 0.0 -0.1
C 2.575 2.457 -1.387 -0.1 0.0 -0.2
H 2.928 0.413 -0.786 -0.3 0.2 -0.3
H 2.955 -0.603 -3.040 0.1 0.5 0.0
H 2.429 0.943 -3.770 0.3 -0.2 0.4
H 4.053 0.806 -3.020 -0.5 -0.1 0.1
H 2.070 2.782 -0.464 0.3 0.0 -0.3
H 3.646 2.728 -1.322 -0.5 -0.2 0.0
H 2.126 3.010 -2.233 0.2 -0.2 0.4
C -0.052 2.832 1.279 -0.1 0.6 0.1
H -0.261 3.839 1.650 0.2 -0.3 0.0
C -1.930 -3.039 2.314 -0.2 0.1 0.3
C -1.672 -2.152 1.094 -0.7 -2.4 0.0
O -1.155 -0.873 1.449 0.0 0.3 -0.5
C -2.048 -0.054 2.203 -1.5 0.7 1.8
C -3.478 0.060 1.649 0.0 -0.3 0.0
H -0.998 -3.145 2.910 -0.6 0.0 -0.3
H -2.257 -4.045 1.977 0.2 0.6 0.2
H -2.729 -2.620 2.958 0.5 -0.3 -0.3
H -0.912 -2.696 0.507 -0.1 0.6 0.1
H -2.573 -2.074 0.451 0.5 0.2 0.5
H -2.085 -0.416 3.252 0.1 -0.1 -0.6
H -1.617 0.951 2.313 0.2 -0.3 -0.3
H -4.013 -0.909 1.711 0.2 0.6 0.0
H -4.050 0.788 2.262 0.4 -0.4 -0.4
H -3.478 0.391 0.593 -0.1 -0.1 0.5
```
Positions in Å, forces in eV/Å.

For the total energy, the calculation gives -2304.84058 Ha. For the HOMO energy (alpha / beta), the calculation gives -15.199 / -15.851 eV. Its charge is +2. The calculation puts the molar mass at 356.2 g/mol. Its multiplicity is 3. Its lowest unoccupied orbital energy (alpha / beta) is -6.9882 / -9.4304 eV. The calculation puts the largest force on an atom at 6.32 eV/A. For the frontier orbital gap (alpha / beta), the calculation gives 8.21 / 6.42 eV.

Mulliken atomic charge list, values in e, 4 entries:
1. Ti -0.650
2. P -0.078
3. P 0.116
4. N 0.489

=====

[4]
A 3-piece molecular cluster, C13H30N3O3 overall. Source: the Open Molecules 2025 dataset; level of theory: the ωB97M-V functional and the def2-TZVPD basis.

Structure (XYZ):
```
49
Properties=species:S:1:pos:R:3:forces:R:3
C -0.782 -1.727 0.974 0.0 -0.1 -0.1
N -1.670 -1.434 -0.098 -0.1 0.4 0.1
C -2.542 -2.514 -0.355 0.1 -0.1 -0.1
C -3.399 -2.243 -1.588 -0.1 -0.1 -0.1
C -4.214 -0.942 -1.517 -0.1 0.1 -0.1
C -4.722 -0.555 -0.128 0.1 0.0 0.0
C -5.939 -1.320 0.400 -0.1 -0.1 0.0
O -6.113 -2.635 -0.125 0.2 0.0 0.2
C -7.055 -2.734 -1.149 -0.1 0.0 -0.2
H -1.211 -2.386 1.763 -0.1 0.0 0.1
H -0.452 -0.812 1.486 0.1 0.0 0.0
H 0.162 -2.251 0.665 0.0 -0.1 0.1
H -2.023 -3.493 -0.541 0.0 0.0 0.0
H -3.247 -2.753 0.489 0.1 0.0 0.1
H -4.072 -3.086 -1.780 0.0 -0.1 0.1
H -2.706 -2.175 -2.433 -0.1 0.0 -0.1
H -3.574 -0.129 -1.865 0.0 0.0 0.1
H -5.063 -0.984 -2.213 0.1 0.0 -0.1
H -5.013 0.501 -0.143 0.1 0.0 0.0
H -3.854 -0.645 0.531 -0.1 0.0 0.1
H -6.863 -0.755 0.207 0.0 0.0 0.0
H -5.859 -1.440 1.482 0.0 0.0 0.0
H -6.849 -2.058 -1.987 0.0 0.0 0.0
H -7.016 -3.756 -1.528 0.0 0.0 0.0
H -8.076 -2.534 -0.792 0.0 0.0 0.0
C 1.474 -0.212 -1.120 -0.1 0.0 0.1
C 2.614 0.174 -0.216 0.2 0.1 0.2
O 2.490 0.410 0.981 -0.1 0.0 -0.2
N 3.853 0.296 -0.783 0.1 0.0 0.2
C 4.219 0.059 -2.155 0.0 0.0 -0.1
H 0.533 -0.294 -0.579 0.0 0.0 0.0
H 1.368 0.541 -1.904 0.0 0.0 -0.1
H 1.663 -1.177 -1.592 0.0 0.0 0.0
H 4.575 0.606 -0.140 0.0 -0.1 -0.1
H 4.973 -0.728 -2.246 0.0 0.0 0.1
H 4.619 0.959 -2.630 0.0 0.0 0.0
H 3.344 -0.255 -2.718 0.0 0.0 0.0
C 4.187 3.072 1.750 0.1 -0.1 -0.1
C 5.652 2.757 1.565 0.0 -0.1 0.1
O 6.048 1.754 0.987 -0.1 0.1 -0.1
N 6.562 3.640 2.065 0.1 0.1 0.0
C 6.305 4.867 2.778 -0.1 0.1 0.0
H 3.610 2.243 1.341 0.0 0.1 0.1
H 3.928 3.184 2.804 0.0 0.0 0.0
H 3.939 4.004 1.241 -0.1 0.0 0.0
H 7.520 3.368 1.907 0.0 0.0 0.0
H 6.717 5.733 2.256 0.0 0.0 0.0
H 6.725 4.847 3.786 0.0 0.0 0.0
H 5.233 5.013 2.869 0.0 0.0 0.0
```
Positions in Å, forces in eV/Å.

For the total energy, the calculation gives -903.27432 Ha. For the HOMO energy, the calculation gives -1.283 eV. Its charge is -1. The calculation puts the molar mass at 276.4 g/mol. Its lowest unoccupied orbital energy is 2.3167 eV. The calculation puts the largest force on an atom at 0.37 eV/A. For the frontier orbital gap, the calculation gives 3.60 eV.

Mulliken atomic charge list, values in e, 4 entries:
1. C -1.094
2. N -0.323
3. C -0.927
4. C -0.545